*A*
The following is a DFT calculation (the ωB97M-V functional and the def2-TZVPD basis) of one molecule with the formula C5H5N.

Structure (ORCA input):
```
! wB97M-V def2-TZVPD RIJCOSX def2/J DEFGRID3
* xyz 0 1
C 1.52256 -1.08177 -0.01841
C 0.87698 0.07437 0.07442
C -0.57281 0.29325 -0.02198
C -1.11489 1.53122 -0.02027
C -1.38134 -0.89746 0.02768
N -1.88370 -1.93581 0.03179
H 1.04195 -2.05602 -0.20544
H 2.63073 -1.00388 -0.04163
H 1.47844 0.99214 0.24697
H -2.21381 1.71894 -0.00302
H -0.38412 2.36503 -0.07012
*
```

Results
- SMILES = C=CC(=C)C#N
- HOMO level (eV) = -9.66
- lowest unoccupied orbital energy (Ha) = 0.00113

Löwdin population analysis, charges in e, atoms 1 to 8: 0.023, -0.174, -0.331, 0.087, -0.202, 0.167, 0.072, 0.072

*B*
The following is a DFT calculation (the ωB97M-V functional and the def2-TZVPD basis) of one molecule with the formula C5H5N.

Structure (ORCA input):
```
! wB97M-V def2-TZVPD RIJCOSX def2/J DEFGRID3
* xyz 0 1
C 0.62315 -0.24963 1.13392
C 0.41751 0.88700 0.17315
C -0.74937 1.13503 -0.54575
N -1.59109 0.08042 -0.61726
C -0.91990 -0.98343 -0.29041
C 0.57702 -0.85993 -0.09317
H 1.44118 -0.28281 1.84726
H 1.24864 1.58644 0.13903
H -0.96643 2.06640 -1.05486
H -1.40342 -1.92835 -0.05795
H 1.32271 -1.45113 -0.63395
*
```

Results
- HOMO level (eV) = -7.90
- lowest unoccupied orbital energy (Ha) = 0.00630

Löwdin population analysis, charges in e, atoms 1 to 8: -0.035, -0.139, -0.162, 0.041, -0.122, -0.144, 0.093, 0.125

*C*
The following is a DFT calculation (the ωB97M-V functional and the def2-TZVPD basis) of one molecule with the formula C5H5N.

Structure (ORCA input):
```
! wB97M-V def2-TZVPD RIJCOSX def2/J DEFGRID3
* xyz 0 1
C 1.15396 0.03552 0.16917
C 0.30527 -0.19348 1.22758
C -1.07470 -0.23634 1.00114
N -1.61822 -0.10828 -0.23319
C -0.72959 0.11299 -1.27706
C 0.60046 0.21120 -1.11491
H 2.20529 0.09565 0.40892
H 0.76371 -0.31519 2.19784
H -1.68055 -0.29910 1.89300
H -1.09406 0.17958 -2.29151
H 1.16842 0.51746 -1.98096
*
```

Results
- SMILES = c1ccncc1
- HOMO level (eV) = -9.85
- lowest unoccupied orbital energy (Ha) = 0.03491

Löwdin population analysis, charges in e, atoms 1 to 8: -0.074, -0.090, -0.145, 0.062, -0.153, -0.096, 0.101, 0.098

Most stable: *C* (next structure +119.1 kJ/mol)

*A*
The following is a DFT calculation (the ωB97M-V functional and the def2-TZVPD basis) of a 2-piece molecular cluster, C10H16O overall.

Structure (ORCA input):
```
! wB97M-V def2-TZVPD RIJCOSX def2/J DEFGRID3
* xyz 0 1
C 2.56006 -0.17610 0.60625
C 1.23634 0.32867 0.03962
C 0.08251 0.18254 1.01539
C -0.26437 -1.10133 1.45704
C -1.42408 -1.25064 2.20563
C -2.15342 -0.13458 2.61004
O -3.26713 -0.25168 3.39782
C -1.72476 1.12482 2.25944
C -0.54888 1.29616 1.51496
H 2.61629 -1.24581 0.80856
H 2.86762 0.37332 1.49728
H 3.35012 -0.03946 -0.13365
H 1.34290 1.36653 -0.27487
H 1.01692 -0.25519 -0.85576
H 0.45820 -1.89991 1.55706
H -1.65473 -2.23351 2.61865
H -3.44402 -1.18708 3.58012
H -2.33392 1.96513 2.58501
H -0.27690 2.32222 1.31416
C -0.11808 0.75266 -3.22900
C 0.46632 -0.56608 -3.74108
H -0.63877 1.25962 -4.04222
H -0.73004 0.62769 -2.35510
H 0.67586 1.47122 -3.00665
H -0.25516 -1.16881 -4.27905
H 0.75716 -1.21595 -2.90758
H 1.40399 -0.34446 -4.24208
*
```

Results
- SMILES = CCc1ccc(O)cc1.CC
- HOMO level (eV) = -8.33
- lowest unoccupied orbital energy (Ha) = 0.03172

Löwdin population analysis, charges in e, atoms 1 to 8: -0.104, -0.212, -0.249, -0.033, -0.027, -0.335, 0.040, -0.016

*B*
The following is a DFT calculation (the ωB97M-V functional and the def2-TZVPD basis) of one molecule with the formula C10H16O.

Structure (ORCA input):
```
! wB97M-V def2-TZVPD RIJCOSX def2/J DEFGRID3
* xyz 0 1
C -2.46951 -2.23198 0.12279
C -1.41107 -1.22866 0.76678
C -1.12336 -1.55734 2.25741
C -0.14662 -1.07505 -0.16849
O 0.29228 -2.05308 -0.79767
C 0.42625 0.32929 -0.05685
C -0.29623 1.10563 -1.18533
C 0.36693 2.48431 -1.19586
C 1.64135 2.64180 -0.96565
C 2.58506 1.54071 -0.67847
C 1.86706 0.23812 -0.22421
H -1.85666 -3.06257 -0.28702
H -2.86608 -1.75511 -0.72450
H -3.37724 -2.46877 0.70418
H -1.82773 -0.21092 0.78826
H -0.46659 -0.79188 2.73997
H -0.71363 -2.56349 2.32449
H -2.01666 -1.47100 2.88968
H 0.16837 0.83435 0.81723
H -0.11683 0.64344 -2.11205
H -1.32578 1.22297 -0.74553
H -0.44935 3.14362 -1.36671
H 2.15166 3.48480 -1.03733
H 3.08704 1.31768 -1.63986
H 3.34439 2.00740 -0.08626
H 2.21179 -0.50635 -0.89216
H 2.32115 -0.01789 0.75317
*
```

Results
- SMILES = CC(C)C(=O)[C@@H]1CC=CCC1
- HOMO level (eV) = -9.22
- lowest unoccupied orbital energy (Ha) = 0.03193

Löwdin population analysis, charges in e, atoms 1 to 8: -0.049, -0.318, -0.066, -0.294, 0.075, -0.296, -0.101, -0.078

*C*
The following is a DFT calculation (the ωB97M-V functional and the def2-TZVPD basis) of a 2-piece molecular cluster, C10H16O overall.

Structure (ORCA input):
```
! wB97M-V def2-TZVPD RIJCOSX def2/J DEFGRID3
* xyz 0 1
C -2.63934 1.32602 2.11078
C -1.83224 0.40091 1.24078
C -1.08248 -0.66644 1.69036
C -0.47001 -1.52795 0.78865
C -0.63822 -1.34930 -0.58580
O -0.31440 -2.27414 -1.52112
C -1.29439 -0.21292 -1.05632
C -1.90006 0.62957 -0.13898
H -2.54660 2.33290 1.71674
H -2.28700 1.34496 3.14813
H -3.66463 0.97366 2.23208
H -1.01295 -0.87011 2.75068
H 0.20478 -2.32498 1.07184
H 0.31198 -2.91519 -1.23125
H -1.29323 -0.03350 -2.12251
H -2.35820 1.56252 -0.44478
C 3.84115 0.23775 -1.13437
C 2.49803 0.60178 -0.54083
C 2.24706 2.11784 -0.57868
H 4.22775 0.81310 -1.99188
H 3.85859 -0.76821 -1.56639
H 4.67076 0.37677 -0.43695
H 1.66055 0.08377 -1.00119
H 2.51764 0.35775 0.52223
H 3.17269 2.69224 -0.52888
H 1.66386 2.53522 -1.40309
H 1.60575 2.40863 0.26264
*
```

Results
- SMILES = Cc1ccc(O)cc1.CCC
- HOMO level (eV) = -8.37
- lowest unoccupied orbital energy (Ha) = 0.02912

Löwdin population analysis, charges in e, atoms 1 to 8: -0.060, -0.294, -0.048, -0.025, -0.354, 0.061, -0.017, -0.045

*D*
The following is a DFT calculation (the ωB97M-V functional and the def2-TZVPD basis) of a 2-piece molecular cluster, C10H16O overall.

Structure (ORCA input):
```
! wB97M-V def2-TZVPD RIJCOSX def2/J DEFGRID3
* xyz 0 1
C -1.70914 2.33621 0.79862
C -1.48699 1.28909 -0.22038
C -1.32095 -0.01875 0.00671
C -1.00866 -0.94140 -0.98924
C -1.13843 -0.50536 -2.28955
O -0.93061 -1.43486 -3.29153
C -1.56715 0.78157 -2.62601
C -1.72642 1.65987 -1.58111
H -1.48323 3.33582 0.41447
H -0.93768 2.08830 1.64867
H -2.76832 2.31937 1.10491
H -1.41926 -0.30919 1.11215
H -0.88982 -1.95784 -0.66857
H -0.20507 -1.07922 -3.90585
H -1.77688 1.07889 -3.64158
H -2.09452 2.73713 -1.80723
C 2.45838 -1.98378 0.52473
C 1.63254 -0.91689 1.25875
C 2.05422 -0.25745 2.62457
H 2.43356 -2.95228 1.06225
H 2.10695 -2.10820 -0.63653
H 3.46732 -1.79177 0.38221
H 0.55320 -1.17563 1.25348
H 1.63681 -0.11988 0.41863
H 1.67332 -0.86248 3.45927
H 1.36603 0.60996 2.61881
H 3.08080 0.17875 2.96933
*
```

Results
- SMILES = Cc1ccc(O)cc1.CCC
- HOMO level (eV) = -8.67
- lowest unoccupied orbital energy (Ha) = 0.03018

Löwdin population analysis, charges in e, atoms 1 to 8: -0.066, -0.334, -0.100, -0.018, -0.335, -0.005, -0.028, -0.042

Most stable: *C* (next structure +5.4 kJ/mol)